(1)
{
  "formula": "C23H25N7OPt",
  "method": "wB97M-V/def2-TZVPD",
  "species": ["Pt", "C", "N", "C", "C", "C", "C", "C", "C", "N", "C", "C", "C", "C", "C", "C", "N", "C", "C", "C", "C", "C", "N", "H", "H", "H", "H", "H", "H", "H", "H", "H", "H", "H", "H", "H", "H", "H", "H", "H", "H", "C", "N", "C", "C", "C", "N", "C", "O", "N", "H", "H", "H", "H", "H", "H", "H"],
  "coordinates": [[-0.566, 1.549, -1.455], [0.753, 0.551, 1.123], [0.538, 1.844, 0.446], [-0.358, 2.771, 1.163], [-1.833, 2.497, 0.933], [-2.776, 2.789, 1.898], [-4.124, 2.606, 1.609], [-4.488, 2.120, 0.364], [-3.494, 1.844, -0.554], [-2.198, 2.039, -0.278], [1.807, 2.420, -0.062], [2.295, 1.697, -1.301], [3.629, 1.429, -1.513], [4.014, 0.807, -2.696], [3.048, 0.463, -3.624], [1.726, 0.750, -3.343], [1.361, 1.363, -2.213], [-0.364, -1.305, -0.138], [-1.269, -2.491, 0.045], [-1.926, -3.019, -1.013], [-1.928, -2.397, -2.288], [-1.353, -1.173, -2.352], [-0.651, -0.596, -1.353], [1.647, 0.119, 0.667], [0.965, 0.730, 2.179], [-0.151, 2.767, 2.237], [-0.151, 3.778, 0.800], [-2.459, 3.171, 2.861], [-4.877, 2.843, 2.350], [-5.523, 1.959, 0.098], [-3.725, 1.456, -1.537], [1.617, 3.464, -0.308], [2.589, 2.401, 0.700], [4.361, 1.708, -0.767], [5.059, 0.592, -2.883], [3.304, -0.027, -4.552], [0.936, 0.491, -4.033], [-1.325, -2.978, 1.012], [-2.499, -3.927, -0.862], [-2.440, -2.817, -3.140], [-1.459, -0.570, -3.252], [2.837, -3.394, 0.572], [1.626, -2.601, 0.900], [1.210, -2.588, 2.166], [0.168, -1.947, 2.806], [-0.690, -1.002, 2.234], [-0.398, -0.344, 1.023], [1.073, -1.889, -0.229], [1.689, -1.917, -1.254], [-1.826, -0.665, 2.785], [3.110, -3.994, 1.434], [3.658, -2.735, 0.305], [2.625, -4.038, -0.275], [1.802, -3.240, 2.796], [-0.016, -2.260, 3.826], [-2.173, -1.128, 3.613], [-2.408, 0.024, 2.329]],
  "total_charge": 2,
  "largest_force_ev_per_a": 0.44,
  "multiplicity": 3,
  "gap_ev": [6.06, 5.76],
  "homo_energy_ha": [-0.46160, -0.45983]
}

---

(2)
{
  "formula": "C23H26BN5STeV",
  "method": "wB97M-V/def2-TZVPD",
  "species": ["V", "C", "C", "N", "N", "C", "N", "S", "C", "C", "C", "C", "C", "N", "H", "H", "H", "H", "H", "H", "H", "H", "H", "C", "C", "C", "C", "C", "C", "H", "H", "H", "H", "H", "H", "C", "Te", "C", "C", "C", "C", "C", "C", "C", "H", "H", "H", "H", "H", "H", "H", "H", "B", "C", "N", "H", "H", "H"],
  "coordinates": [[0.240, -0.375, 1.242], [2.660, -2.362, -1.730], [1.987, -1.442, -0.782], [0.892, -1.721, -0.146], [0.316, -2.943, -0.355], [-0.866, -3.017, 0.172], [-1.601, -4.119, 0.082], [-1.598, -1.613, 0.987], [2.529, -0.098, -0.506], [3.678, 0.392, -1.084], [4.109, 1.674, -0.741], [3.384, 2.408, 0.178], [2.234, 1.854, 0.719], [1.809, 0.639, 0.371], [2.157, -3.321, -1.764], [3.701, -2.506, -1.434], [2.662, -1.919, -2.730], [-1.229, -4.927, -0.394], [-2.512, -4.183, 0.503], [4.238, -0.209, -1.785], [5.010, 2.078, -1.181], [3.700, 3.393, 0.492], [1.658, 2.381, 1.469], [-0.998, 0.598, -1.948], [0.124, 1.322, -2.334], [0.104, 2.711, -2.310], [-1.047, 3.380, -1.913], [-2.177, 2.661, -1.541], [-2.153, 1.271, -1.554], [-1.005, -0.483, -2.027], [1.001, 0.806, -2.706], [0.968, 3.274, -2.641], [-1.076, 4.462, -1.929], [-3.088, 3.183, -1.274], [-3.046, 0.711, -1.303], [-1.333, 1.637, 3.860], [-1.765, 1.479, 1.765], [-0.794, 3.379, 1.669], [0.080, 3.454, 2.895], [1.107, 4.390, 2.988], [1.903, 4.433, 4.123], [1.676, 3.546, 5.166], [0.644, 2.623, 5.087], [-0.160, 2.578, 3.953], [-1.152, 0.653, 4.286], [-2.236, 2.051, 4.312], [-1.605, 4.109, 1.670], [-0.262, 3.468, 0.723], [1.277, 5.089, 2.177], [2.699, 5.162, 4.194], [2.302, 3.575, 6.048], [0.464, 1.940, 5.907], [1.953, -0.883, 5.378], [1.384, -0.724, 4.002], [0.904, -0.605, 2.924], [2.312, -2.037, 5.420], [2.849, -0.081, 5.476], [1.007, -0.670, 6.105]],
  "e_above_lowest_kj_mol": 0.0,
  "total_charge": 2,
  "largest_force_ev_per_a": 0.11,
  "multiplicity": 2,
  "gap_ev": [5.90, 6.58],
  "homo_energy_ha": [-0.53880, -0.53880]
}